P) # C9H12OS

One molecule with the formula C9H12OS (wB97M-V/def2-TZVPD, the OMol25 dataset).

## Properties
HOMO energy (eV): -8.77
Structure (SMILES): CS[C@@H](CO)c1ccccc1
Multiplicity: 1
LUMO (eV): 0.8

Element x y z (Å)
O  -1.302  1.661  1.967
S  -1.517  -2.065  0.400
C  2.714  0.958  -0.618
C  2.384  0.122  0.530
C  1.707  1.302  -1.438
C  1.125  -0.088  0.928
C  0.354  0.858  -1.123
C  0.068  0.203  0.036
C  -1.241  -2.286  -1.478
C  -1.618  0.327  1.914
C  -1.339  -0.241  0.526
H  -1.583  2.099  1.134
H  3.663  1.335  -0.844
H  3.122  -0.007  1.333
H  1.882  1.802  -2.384
H  0.999  -0.429  1.932
H  -0.418  1.057  -1.847
H  -1.106  -3.283  -1.710
H  -1.910  -1.780  -2.201
H  -0.255  -1.981  -1.791
H  -2.638  0.240  2.178
H  -1.051  -0.176  2.702
H  -2.039  0.370  -0.148

natural (NBO) atomic charge list, values in e, 2 entries: O -0.70; S 0.19

***

Q) # C9H12OS

One molecule with the formula C9H12OS (wB97M-V/def2-TZVPD, the OMol25 dataset).

## Properties
HOMO energy (spin up / spin down) (eV): -8.31 / -7.90
Multiplicity: 1
LUMO (spin up / spin down) (eV): -0.3 / -0.6

Element x y z (Å)
C  0.280  1.603  -0.850
C  -0.719  0.723  -1.232
C  0.219  1.874  0.650
C  1.678  0.893  -1.153
C  0.973  0.571  1.121
C  -1.298  -1.088  0.139
C  -2.729  -0.918  -0.451
C  -0.168  -0.658  -0.776
C  1.207  -0.240  -0.131
O  -4.678  0.909  -0.329
S  -3.436  0.572  0.394
H  0.454  2.843  1.042
H  -0.902  1.688  0.906
H  1.811  0.647  -2.228
H  2.517  1.400  -0.810
H  2.019  0.892  1.394
H  0.657  -0.052  1.904
H  -1.285  -0.573  1.052
H  -1.209  -2.159  0.523
H  -2.677  -0.617  -1.450
H  -3.443  -1.692  -0.114
H  0.092  -1.401  -1.548
H  1.858  -1.089  0.156

natural (NBO) atomic charge list, values in e, 2 entries: C -0.07; C 0.11

***

The structure shown above that is most stable: P).